Molecular formula: C6H10O
Method: DFT, ωB97M-V with the def2-TZVPD basis set

Geometry as XYZ:
```
17
Properties=species:S:1:pos:R:3:forces:R:3
O 2.588 -1.243 -0.157 -0.190 0.337 -0.387
C 2.013 -0.316 -0.689 0.125 -0.211 0.118
C 0.566 -0.088 -0.528 -0.050 0.107 -0.022
C -0.078 1.080 -0.637 0.095 -0.120 -0.028
C -1.549 0.917 -0.330 -0.025 0.032 0.002
C -1.590 -0.438 0.406 -0.066 -0.009 0.046
C -0.369 -1.203 -0.131 -0.013 -0.107 0.032
H 2.571 0.403 -1.325 -0.069 0.018 0.181
H 0.374 2.033 -0.907 -0.031 -0.221 -0.029
H -2.114 0.875 -1.274 0.069 0.036 0.117
H -1.972 1.740 0.256 0.109 -0.111 -0.090
H -1.457 -0.265 1.481 -0.035 -0.019 -0.152
H -2.532 -0.976 0.266 0.124 0.090 0.021
H 0.088 -1.888 0.587 -0.102 0.101 -0.058
H -0.628 -1.792 -1.023 0.050 0.045 0.131
H 2.263 0.271 2.021 -0.010 0.069 0.053
H 1.935 0.938 2.039 0.021 -0.037 0.063
```
Positions in Å, forces in eV/Å.

Values from the calculation:
- HOMO level: -9.5803 eV
- Frontier orbital gap: 0.371 Ha
- SMILES string: O=CC1=CCCC1.[H][H]
- Energy relative to the best compared isomer or geometry (same formula, charge and spin): 114.17 kJ/mol
- Multiplicity: 1
- LUMO: 0.506 eV
- Total energy: -309.7989 hartree



Molecular formula: C6H10O
Method: DFT, ωB97M-V with the def2-TZVPD basis set

Geometry as XYZ:
```
17
Properties=species:S:1:pos:R:3:forces:R:3
C -2.199 0.397 0.185 -0.095 -0.091 -0.038
C -0.733 0.000 0.138 -0.058 0.002 0.151
C -0.116 -1.384 -0.134 -0.114 0.106 0.049
C 1.388 -1.172 0.013 0.055 0.148 0.010
C 1.936 0.044 -0.037 -0.036 -0.197 -0.040
C 1.109 1.258 -0.369 0.342 0.115 0.085
O -0.159 0.879 -0.826 0.033 0.196 0.100
H -2.760 -0.066 1.001 0.098 -0.156 -0.168
H -2.728 0.277 -0.762 0.090 -0.219 0.044
H -2.157 1.476 0.385 -0.206 -0.226 -0.014
H -0.338 0.268 1.130 -0.023 0.073 -0.032
H -0.361 -1.775 -1.132 -0.055 0.199 0.164
H -0.444 -2.139 0.592 -0.005 0.205 -0.052
H 2.017 -2.032 0.237 -0.153 0.099 -0.062
H 2.989 0.204 0.186 -0.106 -0.113 -0.116
H 0.988 1.885 0.535 0.186 0.011 -0.140
H 1.568 1.879 -1.144 0.048 -0.153 0.058
```
Positions in Å, forces in eV/Å.

Values from the calculation:
- HOMO level: -9.3718 eV
- Frontier orbital gap: 0.386 Ha
- SMILES string: C[C@H]1CC=CCO1
- Energy relative to the best compared isomer or geometry (same formula, charge and spin): 64.81 kJ/mol
- Multiplicity: 1
- LUMO: 1.133 eV
- Total energy: -309.8177 hartree



Molecular formula: C6H10O
Method: DFT, ωB97M-V with the def2-TZVPD basis set

Geometry as XYZ:
```
17
Properties=species:S:1:pos:R:3:forces:R:3
O -1.352 -1.508 0.938 -0.003 -0.168 0.040
C -1.333 -0.207 0.339 -0.006 0.305 -0.132
C -0.926 -0.448 -1.093 0.182 -0.125 -0.046
C 0.339 -0.322 -1.496 -0.177 0.111 0.008
C 1.354 0.461 -0.701 0.049 0.012 0.002
C 1.084 0.399 0.802 0.004 -0.032 0.012
C -0.381 0.727 1.088 -0.022 0.024 -0.009
H -1.006 -2.104 0.260 -0.049 -0.039 0.385
H -2.353 0.194 0.409 0.125 -0.044 -0.069
H -1.675 -0.930 -1.719 0.176 -0.045 0.045
H 0.656 -0.760 -2.441 -0.140 0.323 -0.034
H 1.263 1.506 -1.036 0.141 -0.108 0.048
H 2.377 0.152 -0.939 -0.156 -0.041 0.042
H 1.309 -0.605 1.182 -0.029 0.110 -0.073
H 1.742 1.099 1.331 -0.110 -0.116 -0.068
H -0.593 0.667 2.161 -0.008 -0.035 -0.169
H -0.595 1.759 0.773 0.025 -0.135 0.018
```
Positions in Å, forces in eV/Å.

Values from the calculation:
- HOMO level: -9.5829 eV
- Frontier orbital gap: 0.389 Ha
- SMILES string: O[C@@H]1C=CCCC1
- Energy relative to the best compared isomer or geometry (same formula, charge and spin): 15.97 kJ/mol
- Multiplicity: 1
- LUMO: 0.998 eV
- Total energy: -309.8363 hartree



Molecular formula: C6H10O
Method: DFT, ωB97M-V with the def2-TZVPD basis set

Geometry as XYZ:
```
17
Properties=species:S:1:pos:R:3:forces:R:3
C -0.914 1.375 -1.477 -0.043 -0.010 0.034
C 0.418 0.789 -1.071 0.003 0.050 -0.123
C 0.953 0.984 0.318 0.062 0.123 0.086
C -0.243 -1.257 1.950 0.055 -0.307 -0.344
O 0.443 -2.387 2.019 -0.089 0.233 0.253
C -0.645 -1.098 0.503 -0.094 0.141 0.066
C 0.543 -0.394 -0.145 0.120 -0.127 -0.001
H -0.793 2.417 -1.793 -0.011 -0.149 0.036
H -1.629 1.370 -0.647 0.120 0.006 -0.122
H -1.358 0.818 -2.310 0.057 0.075 0.122
H 1.167 0.807 -1.863 -0.130 -0.018 0.137
H 0.298 1.466 1.040 0.084 -0.068 -0.131
H 2.010 1.192 0.463 -0.186 -0.036 -0.050
H 0.766 -2.469 2.929 -0.033 -0.065 -0.135
H -0.831 -2.059 0.001 0.034 0.119 0.111
H -1.545 -0.478 0.446 0.165 -0.098 0.017
H 1.362 -1.076 -0.365 -0.112 0.131 0.044
```
Positions in Å, forces in eV/Å.

Values from the calculation:
- HOMO level: -8.4185 eV
- Frontier orbital gap: 0.345 Ha
- Energy relative to the best compared isomer or geometry (same formula, charge and spin): 279.11 kJ/mol
- Multiplicity: 1
- LUMO: 0.965 eV
- Total energy: -309.7361 hartree



Molecular formula: C6H10O
Method: DFT, ωB97M-V with the def2-TZVPD basis set

Geometry as XYZ:
```
17
Properties=species:S:1:pos:R:3:forces:R:3
C 1.767 -0.652 -1.035 -0.053 -0.011 0.052
C 0.874 -0.872 -0.110 -0.192 0.244 -0.007
C -0.186 -0.652 0.633 0.285 -0.382 0.071
C -1.542 -1.188 0.257 -0.052 -0.102 -0.014
C -0.085 0.137 1.912 0.048 -0.007 0.115
H 1.592 0.252 -1.627 0.334 -0.227 -0.116
H 2.648 -1.227 -1.296 -0.164 -0.134 0.197
H -2.286 -0.390 0.356 0.145 -0.127 0.010
H -1.835 -2.012 0.919 -0.008 0.094 -0.072
H -1.556 -1.541 -0.777 0.019 -0.013 0.175
H -0.180 -0.523 2.782 -0.010 0.106 -0.063
H -0.892 0.877 1.953 0.106 -0.154 -0.032
H 0.869 0.668 1.976 -0.116 -0.135 0.019
C 0.213 1.758 -1.502 -0.358 0.457 -0.039
O -0.622 1.468 -0.685 0.143 0.442 -0.400
H 0.098 1.488 -2.570 0.015 0.020 0.107
H 1.119 2.338 -1.238 -0.142 -0.070 -0.004
```
Positions in Å, forces in eV/Å.

Values from the calculation:
- HOMO level: -8.9257 eV
- Frontier orbital gap: 0.362 Ha
- SMILES string: C=C=C(C)C.C=O
- Energy relative to the best compared isomer or geometry (same formula, charge and spin): 240.49 kJ/mol
- Multiplicity: 1
- LUMO: 0.913 eV
- Total energy: -309.7508 hartree



Molecular formula: C6H10O
Method: DFT, ωB97M-V with the def2-TZVPD basis set

Geometry as XYZ:
```
17
Properties=species:S:1:pos:R:3:forces:R:3
C 1.197 0.342 1.162 1.118 -3.257 0.062
C 1.140 1.036 -0.098 1.167 2.634 -0.918
O 0.631 0.357 -1.200 0.175 -0.428 0.202
C -0.730 0.515 -1.401 -0.788 0.743 -0.689
C -1.675 -0.380 -0.692 -1.470 -0.189 -0.615
C -1.417 -1.227 0.280 2.409 3.114 2.457
C 1.220 -1.018 1.080 2.243 1.609 1.942
H -0.426 -0.512 0.902 -3.306 -4.011 -1.484
H 1.257 0.919 2.074 -0.183 -0.240 0.164
H 0.672 2.011 0.122 -0.404 -0.022 -0.735
H 2.153 1.302 -0.429 0.078 0.075 0.286
H -0.998 1.566 -1.204 -0.120 -0.039 -0.117
H -0.906 0.340 -2.467 0.087 0.112 -0.042
H -2.693 -0.262 -1.070 0.039 -0.280 -0.493
H -2.187 -1.817 0.755 -0.015 -0.062 0.074
H 1.399 -1.600 0.188 -0.635 0.408 -0.246
H 1.363 -1.572 1.998 -0.394 -0.169 0.152
```
Positions in Å, forces in eV/Å.

Values from the calculation:
- HOMO level: -8.0906 eV
- Frontier orbital gap: 0.332 Ha
- Energy relative to the best compared isomer or geometry (same formula, charge and spin): 435.01 kJ/mol
- Multiplicity: 1
- LUMO: 0.937 eV
- Total energy: -309.6767 hartree



Molecular formula: C6H10O
Method: DFT, ωB97M-V with the def2-TZVPD basis set

Geometry as XYZ:
```
17
Properties=species:S:1:pos:R:3:forces:R:3
C -1.652 -0.373 0.483 -0.017 -0.074 0.048
C -1.067 0.773 -0.324 -0.117 -0.074 -0.170
C 0.066 1.614 0.185 0.027 0.089 0.159
C 0.340 0.586 -0.880 -0.140 -0.142 -0.172
C 1.005 -0.757 -0.634 -0.066 0.043 0.006
C 1.700 -1.040 0.670 -0.064 0.047 0.244
O 1.493 -0.494 1.728 0.150 -0.147 -0.384
H -1.385 -0.333 1.546 -0.114 0.098 -0.218
H -1.257 -1.328 0.107 -0.417 0.126 0.206
H -2.740 -0.440 0.383 0.183 0.188 0.100
H -1.760 1.267 -1.001 0.090 -0.077 0.136
H 0.095 2.659 -0.117 0.018 -0.232 0.032
H 0.433 1.409 1.182 -0.089 0.071 -0.125
H 0.497 0.972 -1.886 0.020 -0.088 0.230
H 1.633 -1.067 -1.473 0.158 0.193 0.157
H 0.220 -1.533 -0.601 0.284 -0.036 -0.244
H 2.381 -1.914 0.630 0.095 0.016 -0.006
```
Positions in Å, forces in eV/Å.

Values from the calculation:
- HOMO level: -9.5304 eV
- Frontier orbital gap: 0.387 Ha
- SMILES string: C[C@H]1C[C@H]1CC=O
- Energy relative to the best compared isomer or geometry (same formula, charge and spin): 104.04 kJ/mol
- Multiplicity: 1
- LUMO: 1.013 eV
- Total energy: -309.8027 hartree